(1)
Density functional theory data (ωB97M-V/def2-TZVPD) for a molecular structure, C47H47N2O6P2Pd at a distorted geometry.

The geometry in XYZ format:
```
105
Properties=species:S:1:pos:R:3:forces:R:3
C 1.1543 0.4565 3.4706 0.5 -0.4 -1.0
C 7.0184 -1.4661 1.2430 -0.3 -0.2 0.2
C -3.5458 -1.4641 -0.6454 0.5 0.9 0.0
H -3.6389 -2.7779 2.6978 -0.5 0.3 0.1
C 4.7051 -0.9232 1.0156 -0.6 0.4 0.4
C 0.7001 0.0872 -6.1949 0.0 -0.1 0.2
H 6.2178 4.5284 1.6070 -0.4 0.3 0.1
H 5.5630 2.3764 0.4191 0.0 0.4 0.3
H 0.0042 1.3494 -4.7455 0.4 -0.1 -0.2
H 5.5173 -1.6162 2.8539 0.3 0.1 -0.3
H 0.8657 0.1736 -7.2749 0.1 -0.2 0.3
H 0.6291 1.1186 -2.7578 0.1 -0.3 -0.1
C 4.1138 5.1023 1.9108 0.2 0.5 0.2
C 1.2132 -1.4238 4.9394 0.3 0.3 -0.1
H -6.8671 -1.8734 -0.7267 0.1 -0.4 0.0
H -5.6541 4.3087 -0.0034 0.3 -0.1 -0.4
N 0.3544 1.4114 -5.7010 -0.5 0.1 0.1
H -3.4165 1.4682 2.2883 -0.2 -0.5 0.1
H 2.2077 -0.8668 -2.3810 -0.3 0.2 0.3
C -0.1611 -1.2872 5.1189 -0.1 0.0 0.1
C 3.5117 2.8017 0.6765 -0.1 -0.5 0.3
H -1.9612 -0.1771 4.6112 0.5 -0.2 -0.1
C 3.5933 -4.1578 -0.4305 0.0 0.0 0.0
H -0.7380 1.3489 3.0034 0.2 -0.4 0.5
O 3.4825 -0.6427 1.6593 0.0 0.1 -0.2
C 3.0416 -5.0010 0.5400 -0.1 0.3 -0.1
H 1.9415 5.4274 2.0390 0.6 0.0 -0.1
H 1.8026 -2.1996 5.4350 -0.4 0.2 -0.1
P -1.6312 0.0652 0.4955 -1.5 -0.1 0.7
C 1.4886 -2.9631 -0.6090 0.0 0.0 -0.2
C -3.0758 -2.7327 -0.3648 0.1 -0.1 0.1
O 1.8652 1.2174 2.4969 0.5 -0.2 -0.1
H 1.4190 3.3040 0.8099 0.5 0.2 0.3
H -0.7916 -0.0771 -2.5407 0.2 0.1 0.0
H -5.6771 1.7662 3.0787 -0.2 -0.4 0.3
C 2.7674 4.7977 1.6952 0.0 -0.3 -0.4
C -4.8199 3.7513 -0.4404 0.3 0.1 0.3
C 4.8521 -0.6696 -0.3342 0.3 0.1 -0.8
H 3.9919 -0.3966 -0.9609 0.5 0.0 0.5
H -3.9532 3.2616 1.5065 -0.1 0.1 -0.4
C 5.7477 -1.3794 1.8128 -0.2 0.2 -0.1
C -2.6548 2.3299 -1.4963 0.1 -0.1 -0.6
C 5.1631 4.2967 1.4585 -0.2 -0.2 -0.5
H 8.1987 -1.1655 -0.5198 -0.1 0.0 0.0
O -2.6620 -0.3640 -0.6915 0.3 -0.4 0.0
C -0.3754 3.0920 -7.1876 -0.2 0.2 0.1
H 2.9452 -0.6362 3.8771 -0.4 0.1 0.3
C 7.2032 -1.1162 -0.0943 0.2 0.0 -0.2
N -0.7785 1.8923 -6.4737 0.1 0.0 0.7
O -2.0570 1.6452 0.7306 0.4 -0.2 -0.5
C -0.8837 -0.3006 4.4530 0.1 0.4 0.2
H -1.4797 2.1296 -5.7732 -0.1 0.1 -0.5
H -1.2524 3.4181 -7.7498 0.2 0.1 -0.2
H 4.3621 6.0195 2.4269 0.0 0.0 0.1
C -3.8857 3.1799 0.4208 0.2 -0.4 -0.1
C 0.2719 0.1424 -2.4350 -0.2 -1.0 0.9
C 1.7326 -4.7824 0.9829 0.0 0.0 0.0
C -0.2193 0.5827 3.6023 0.1 0.4 -0.3
H -3.4818 2.7158 -3.4336 -0.2 0.3 0.4
C -3.6012 2.8778 -2.3576 0.1 0.2 0.3
P 2.3445 0.4262 1.1498 1.1 -0.4 0.7
C -3.4830 -0.6828 2.3657 0.5 0.4 -0.3
O 3.2604 1.4703 0.3231 -1.0 0.2 0.1
C -3.9939 0.5888 2.5451 -0.8 0.4 0.2
H 6.2511 -0.4292 -1.9462 0.1 -0.3 0.5
C -5.9813 -0.3760 3.4803 -0.5 0.0 0.1
Pd 0.5647 -0.1314 -0.1594 -0.6 0.0 -1.1
C -2.8583 2.4243 -0.1363 0.0 -0.6 0.6
H 3.2279 -2.5228 -1.7876 0.1 -0.3 0.2
H 3.6304 -5.8283 0.9374 -0.2 0.3 0.0
H -0.0463 -3.5691 0.7717 0.2 -0.1 0.0
H -1.9957 -2.9165 -0.2687 -0.7 0.0 0.1
C -4.6796 3.5874 -1.8159 0.0 0.0 -0.3
H -0.6841 -1.9425 5.8010 0.0 -0.1 0.0
C 1.8853 -0.5325 4.1053 -0.2 -0.4 0.3
C 2.8178 -3.1593 -1.0058 0.1 0.0 0.0
H -0.0882 -0.6646 -6.0162 0.2 0.1 -0.1
C 4.8529 3.1221 0.7842 -0.4 -0.1 0.4
H -3.6785 -4.7309 0.1290 -0.4 0.3 -0.2
H -5.9419 -2.5418 3.7175 0.0 0.4 0.0
H 7.8463 -1.8119 1.8705 -0.2 0.2 -0.4
H 4.6281 -4.2770 -0.7539 -0.3 -0.1 0.1
C 2.4488 3.6196 1.0234 0.2 0.1 0.1
H -0.4219 -2.1557 -1.3736 0.3 0.0 0.2
C -4.0236 -3.7330 -0.1605 0.1 0.2 -0.1
C -4.8732 -1.1406 -0.8552 0.2 -0.2 0.3
H -1.7782 1.7832 -1.8751 -0.6 0.3 0.2
C 0.9710 -3.7570 0.4300 -0.2 -0.1 -0.3
H -6.9694 -0.2679 3.9201 0.1 0.0 -0.1
C -5.3770 -3.4141 -0.2835 -0.2 -0.4 0.1
H -6.1150 -4.1884 -0.1180 0.0 0.0 0.1
H 1.2976 -5.4305 1.7461 0.2 0.3 -0.2
H 1.6159 -0.2095 -5.6780 0.1 -0.2 -0.2
H -5.0811 -0.1056 -1.1275 -0.3 -0.3 0.2
H 0.4459 2.8239 -7.8591 -0.2 0.2 0.0
C -4.1479 -1.8157 2.8054 0.0 0.1 -0.1
C -5.8162 -2.1385 -0.6337 0.3 0.4 -0.2
H -5.4110 4.0348 -2.4777 0.0 -0.1 0.0
C 1.1525 -0.9047 -2.1111 0.5 0.2 -0.6
C 6.1303 -0.7217 -0.8948 -0.3 -0.2 0.2
H -0.0496 3.9061 -6.5202 0.0 -0.2 -0.2
C -5.2888 0.7489 3.0510 0.9 -0.3 -0.2
O -2.2018 -0.8121 1.7687 0.1 0.8 -0.5
C 0.6528 -1.9624 -1.2932 0.1 -0.1 0.0
C -5.4218 -1.6455 3.3732 0.8 -0.4 -0.2
```
Positions in Å, forces in eV/Å.

Charge: +1
Frontier orbital gap (eV): 5.8
HOMO energy (eV): -10.48

---

(2)
Density functional theory data (ωB97M-V/def2-TZVPD) for a molecular structure, C47H48Br2FN3O5PbSi at a distorted geometry.

The geometry in XYZ format:
```
108
Properties=species:S:1:pos:R:3:forces:R:3
C -11.8219 3.3559 8.1543 0.4 -0.6 -0.1
H -17.2721 1.5703 5.6633 0.8 -0.4 0.4
C -21.6301 0.8304 10.3404 0.6 2.4 -0.2
H -14.1346 1.5836 7.5192 -0.5 0.0 -0.4
H -18.8714 -0.8955 11.3217 -0.6 0.2 -0.3
H -18.7930 0.6854 8.6925 1.3 1.0 -1.0
C -20.6460 -1.7323 10.4463 -1.0 -0.5 0.4
H -20.0317 9.1887 13.2099 -0.1 -0.2 0.0
C -12.0345 2.1486 9.0549 -0.4 0.4 0.0
C -23.9588 6.0031 13.2698 0.8 -1.7 -1.3
C -21.9222 -1.4225 10.0049 -0.7 -1.8 -0.2
C -14.5237 1.7344 8.5169 1.8 -0.3 -0.9
C -20.2384 9.7066 16.3435 -1.5 0.7 -0.1
C -20.3356 0.6340 10.8568 -0.8 0.3 0.0
H -18.8016 -1.8617 14.5056 -0.1 0.6 0.3
C -13.8997 2.1709 10.7231 -1.9 0.1 0.6
Br -15.8847 2.5546 12.8104 0.5 -0.3 -0.1
C -23.3048 4.7562 13.5870 -0.5 1.2 0.8
H -20.3765 -2.7830 10.5644 0.1 0.3 -0.1
C -19.5359 5.6250 9.1871 -1.0 -0.6 -1.4
C -17.6518 7.4838 9.5392 0.7 0.9 -0.1
H -15.5324 1.0151 5.7222 -0.7 0.2 0.6
Br -15.5337 5.6509 8.9487 0.0 0.0 -0.1
H -16.9011 8.2396 9.7098 0.3 -0.2 0.0
C -19.9406 6.8988 9.5242 -1.7 0.2 -0.3
H -11.1913 3.1511 10.9306 -0.5 -0.9 -0.6
H -13.2933 2.3719 11.5578 1.2 0.4 0.6
C -21.0725 9.4440 13.4455 -0.2 0.4 0.1
C -18.9708 7.8534 9.6700 -0.2 1.1 0.7
C -16.2162 1.6291 10.2022 -1.4 -0.8 -1.1
H -19.2599 9.5246 15.9584 0.8 -0.4 -0.5
H -24.1188 6.7452 14.0101 -0.2 0.4 0.9
C -21.7515 6.4293 16.5361 0.1 -0.2 -1.3
O -25.7249 7.6421 10.6845 -1.4 0.1 -1.6
C -16.3520 1.5262 6.3003 0.0 -0.2 -0.6
H -21.9784 1.8903 10.2533 0.2 -1.3 0.0
C -22.9211 3.8888 12.5598 -0.2 1.3 0.8
O -21.5876 4.9102 8.1961 -0.8 0.4 -0.7
Si -21.7578 9.0124 15.1902 0.9 0.4 0.7
H -22.5191 6.9704 17.0239 -0.6 0.3 1.1
N -20.0717 1.1772 13.8393 -1.1 0.6 0.0
H -23.2876 2.1300 14.5031 1.4 0.0 -1.1
C -19.8801 -0.6765 10.9173 1.2 0.1 0.1
H -12.4591 0.6084 7.6562 -0.8 -0.4 -0.9
O -20.5356 3.4788 9.5374 0.1 -0.5 0.1
C -15.7996 1.4293 8.8307 -1.4 0.1 -0.3
C -11.1426 2.2255 10.2936 0.5 0.8 0.1
H -21.7771 8.9497 12.7536 0.6 0.4 -0.3
H -21.0464 -2.1123 15.5987 0.2 0.0 -0.2
O -24.4131 8.8042 11.9510 1.6 -0.2 1.4
H -15.5894 -0.9151 7.7955 -0.8 -0.3 0.1
C -24.8361 7.6539 11.4674 -0.2 -1.8 0.7
H -18.3457 2.3987 8.1644 0.3 -1.3 -0.2
H -10.7784 1.1648 7.5956 -0.4 -0.3 0.3
C -18.2049 1.2989 7.9151 -1.4 0.3 0.7
H -18.2470 0.4305 13.5427 1.0 0.1 0.0
H -19.2183 8.8961 9.9456 0.1 -0.7 -0.2
C -22.3284 2.0578 13.8452 -1.0 -1.6 2.4
N -22.0834 2.7943 12.8733 0.1 0.6 -1.1
H -20.3547 3.3137 16.1010 -0.3 -0.6 0.5
H -20.2368 10.7701 16.6768 -0.4 -0.5 -0.3
C -21.6548 -0.1661 15.0124 -1.7 1.7 -0.6
H -21.9296 4.4745 17.5590 -0.8 0.3 0.8
C -20.0661 4.9893 14.8972 -0.9 1.1 -1.1
H -22.6792 3.6811 10.4771 -0.3 0.2 -0.3
C -19.1732 0.2569 14.0349 -0.6 -2.0 0.1
H -11.2961 1.3306 10.8631 -0.3 -0.3 0.8
C -19.4933 -1.0122 14.5968 1.4 0.3 -1.1
H -11.3555 0.0419 8.8941 -0.3 0.9 -0.5
C -21.1934 7.1664 15.4406 0.1 -1.7 0.1
H -21.1466 10.5566 13.3802 -0.2 -0.7 -0.3
C -23.1599 4.2894 11.2313 0.8 -1.9 1.1
H -23.8714 5.5640 9.8701 -0.7 0.8 -0.4
C -13.5162 2.0692 9.4128 0.6 -0.2 1.5
H -19.5081 4.4594 14.1071 0.0 0.2 0.7
H -12.3836 3.2132 7.2435 -0.2 0.2 -0.4
H -20.3988 9.0866 17.2130 0.3 -0.1 0.6
H -21.0424 7.1258 9.5373 1.4 -0.3 0.2
H -22.9832 4.5728 14.6607 -0.5 0.2 -1.5
H -12.1353 4.2411 8.6441 -0.4 1.0 0.4
C -20.4021 6.3526 14.6148 0.5 -1.3 1.2
C -15.2507 2.0156 11.0735 1.9 1.0 0.6
H -23.6795 8.5728 12.5711 -0.4 0.8 -0.2
N -18.2664 5.3140 8.9009 -0.7 -1.3 0.5
C -16.6719 -0.6575 7.6866 2.6 2.0 -1.1
C -24.2620 6.3070 11.9348 0.8 0.4 0.2
C -22.4188 -0.1686 9.8463 -0.2 -0.2 0.1
H -10.7739 3.4514 7.8984 0.4 0.1 -0.1
C -20.6688 4.5740 8.9090 1.7 0.3 1.2
H -16.0541 2.5723 6.3943 0.1 0.0 0.2
C -21.3400 0.9677 14.2558 0.5 0.6 0.1
C -21.5389 5.0726 16.7682 1.4 -0.4 -0.6
C -20.7408 -1.2001 15.0919 -1.0 -0.2 1.1
H -23.3862 -0.0356 9.3880 -0.2 0.2 0.1
C -20.6403 4.3361 15.9666 0.2 1.3 -0.5
C -16.7187 0.9066 7.6822 -0.9 0.3 0.8
H -18.7511 1.1249 6.9711 0.1 0.1 0.2
H -17.2602 -0.9628 8.4952 -0.8 -1.0 1.1
O -17.4056 1.4075 10.6392 -1.3 -0.2 -0.3
C -23.8714 5.4005 10.9267 0.3 0.6 0.2
H -10.0982 2.1593 10.0100 0.4 0.1 -0.4
H -16.9751 -1.0153 6.7193 -0.6 -0.4 -0.3
C -17.3551 6.2029 9.1183 0.2 0.6 0.5
F -22.8525 -2.4495 9.7714 1.0 0.3 -0.1
H -22.6807 -0.1536 15.4375 0.8 -0.6 -0.3
H -19.9012 6.6768 13.7466 0.2 1.0 -1.1
Pb -19.3349 2.6300 11.4597 0.3 -0.2 -0.4
C -11.6465 0.9220 8.2490 1.9 -0.8 0.7
```
Positions in Å, forces in eV/Å.

Charge: -2
Frontier orbital gap (eV): 5.0
HOMO energy (eV): -1.47